DFT (the ωB97M-V functional and the def2-TZVPD basis) results for a molecular structure, C18H54F2K3NO28P6S2 in a non-equilibrium geometry.

```
! wB97M-V def2-TZVPD RIJCOSX def2/J DEFGRID3
* xyz 2 1
K -2.474 4.463 -1.841
K 1.077 4.865 -1.342
K -3.086 2.264 -5.247
N -0.475 2.740 -1.437
S -0.305 1.859 -0.021
O 1.037 1.711 0.400
O -1.307 0.920 0.306
F -0.699 3.159 0.861
S -0.606 1.520 -2.460
O -1.911 1.217 -2.933
O 0.433 0.571 -2.496
F -0.072 2.457 -3.705
C -5.506 -4.148 1.549
O -4.851 -2.930 1.118
P -5.590 -1.992 0.091
O -6.256 -2.667 -1.015
O -6.583 -1.153 0.994
C -6.211 -0.533 2.230
O -4.425 -1.030 -0.406
C -4.371 0.376 -0.240
H -4.834 -4.982 1.372
H -6.479 -4.251 1.080
H -5.614 -4.080 2.633
H -7.128 -0.407 2.806
H -5.780 0.449 2.058
H -5.572 -1.195 2.817
H -3.519 0.720 -0.827
H -4.083 0.651 0.775
H -5.296 0.829 -0.594
C 1.669 -0.935 2.511
O 1.755 -2.016 1.592
P 0.601 -3.094 1.480
O -0.019 -3.442 2.744
O -0.339 -2.469 0.372
C -1.686 -2.961 0.199
O 1.294 -4.315 0.772
C 1.819 -4.240 -0.544
H 0.802 -0.715 3.141
H 1.794 -0.018 1.930
H 2.514 -1.022 3.192
H -1.989 -3.537 1.073
H -1.715 -3.536 -0.722
H -2.334 -2.092 0.143
H 1.436 -3.386 -1.113
H 1.446 -5.100 -1.105
H 2.905 -4.232 -0.565
C 3.508 -0.180 -0.913
O 4.680 0.457 -1.481
P 6.100 -0.230 -1.378
O 7.155 0.549 -2.004
O 6.242 -0.514 0.158
C 7.203 -1.498 0.582
O 5.901 -1.681 -1.976
C 5.495 -1.794 -3.356
H 3.698 -1.234 -0.743
H 2.711 -0.020 -1.636
H 3.239 0.418 -0.047
H 6.722 -2.415 0.909
H 7.743 -1.059 1.421
H 7.958 -1.703 -0.175
H 5.749 -0.880 -3.892
H 4.419 -1.963 -3.383
H 6.047 -2.627 -3.775
C 4.359 5.797 3.499
O 4.126 5.064 2.267
P 2.894 4.153 2.012
O 1.849 4.768 1.170
O 3.475 2.857 1.381
C 4.544 2.166 2.056
O 2.419 3.816 3.469
C 1.636 2.657 3.753
H 4.957 6.652 3.206
H 4.912 5.163 4.189
H 3.424 6.094 3.963
H 4.474 1.120 1.766
H 4.495 2.222 3.144
H 5.506 2.557 1.731
H 0.563 2.841 3.664
H 1.880 2.331 4.759
H 1.808 1.845 3.043
C -2.521 -1.088 2.711
O -2.731 -0.141 3.757
P -2.966 -0.571 5.262
O -1.790 -1.055 5.938
O -3.557 0.743 5.914
C -4.464 1.586 5.206
O -4.168 -1.593 5.138
C -5.289 -1.613 6.035
H -1.700 -0.736 2.083
H -3.386 -1.082 2.047
H -2.280 -2.074 3.102
H -5.149 1.002 4.585
H -3.905 2.305 4.610
H -5.070 2.116 5.938
H -5.204 -2.514 6.637
H -6.183 -1.688 5.415
H -5.357 -0.731 6.666
C -0.377 0.900 -9.385
O 0.660 0.907 -8.399
P 0.356 0.546 -6.903
O -0.661 1.400 -6.261
O 1.785 0.515 -6.265
C 2.385 1.674 -5.676
O -0.013 -0.987 -6.932
C -1.157 -1.512 -6.272
H -0.333 -0.012 -9.975
H -0.150 1.698 -10.095
H -1.347 1.131 -8.949
H 3.194 2.051 -6.296
H 2.796 1.370 -4.715
H 1.655 2.469 -5.512
H -2.076 -1.066 -6.669
H -1.101 -1.417 -5.190
H -1.250 -2.558 -6.558
*
```

- Molar mass: 1137.9 u
- Relative energy (zero: lowest compared OMol25 entry of this formula, charge and spin): 0.0 kcal per mole
- E_LUMO: -7.1 eV

=====

DFT (the ωB97M-V functional and the def2-TZVPD basis) results for a molecular structure, C18H54F2K3NO28P6S2 in a non-equilibrium geometry.

```
! wB97M-V def2-TZVPD RIJCOSX def2/J DEFGRID3
* xyz 2 1
K 4.445 0.678 -1.647
K 1.235 -0.937 5.282
K 4.835 -1.471 1.204
N 2.539 -0.502 0.049
S 1.836 0.259 1.286
O 1.507 -0.668 2.418
O 0.880 1.258 0.925
F 3.149 1.048 1.632
S 1.276 -1.001 -0.573
O 0.499 -0.084 -1.418
O 0.731 -2.246 0.024
F 2.039 -1.778 -1.720
C -3.061 -3.369 -5.777
O -2.030 -4.259 -5.453
P -2.335 -5.276 -4.257
O -3.572 -5.045 -3.525
O -2.297 -6.747 -5.058
C -1.503 -6.988 -6.202
O -0.951 -5.383 -3.354
C -0.366 -4.281 -2.708
H -2.943 -3.131 -6.834
H -2.811 -2.538 -5.117
H -4.062 -3.691 -5.489
H -1.309 -8.058 -6.271
H -0.542 -6.487 -6.320
H -1.991 -6.470 -7.028
H -1.114 -3.525 -2.470
H 0.483 -3.811 -3.203
H -0.026 -4.508 -1.698
C 6.896 3.977 3.435
O 5.976 4.757 2.804
P 4.713 5.286 3.664
O 4.400 4.517 4.898
O 5.184 6.814 3.907
C 6.476 7.132 4.596
O 3.512 5.498 2.552
C 2.744 4.343 2.061
H 7.847 4.493 3.569
H 7.438 3.364 2.715
H 6.683 3.547 4.414
H 7.211 6.401 4.935
H 6.370 7.825 5.431
H 7.079 7.645 3.847
H 3.255 3.391 2.202
H 2.757 4.412 0.973
H 1.759 4.416 2.521
C -0.128 5.237 5.654
O 0.272 3.882 5.425
P -0.931 2.777 4.991
O -0.425 1.427 5.083
O -2.128 3.061 6.026
C -3.122 2.106 6.261
O -1.489 3.345 3.573
C -1.299 2.738 2.350
H -1.211 5.340 5.589
H 0.304 5.860 4.870
H 0.175 5.559 6.650
H -3.203 1.413 5.424
H -4.106 2.572 6.317
H -3.105 1.620 7.237
H -0.693 3.360 1.691
H -2.266 2.735 1.848
H -1.180 1.658 2.260
C -6.713 0.778 -2.874
O -5.339 0.764 -2.923
P -4.462 -0.636 -2.798
O -4.547 -1.589 -3.895
O -4.792 -1.207 -1.300
C -3.862 -2.140 -0.573
O -2.925 -0.162 -2.544
C -2.594 1.183 -2.077
H -7.141 1.751 -3.116
H -6.963 0.316 -1.919
H -7.130 0.038 -3.556
H -2.942 -1.716 -0.170
H -3.601 -3.025 -1.155
H -4.210 -2.585 0.359
H -1.921 1.106 -1.223
H -3.455 1.684 -1.636
H -2.139 1.861 -2.800
C 4.244 4.016 -4.944
O 2.869 3.811 -4.958
P 2.099 3.458 -3.649
O 2.890 2.602 -2.685
O 1.570 4.938 -3.167
C 2.381 5.791 -2.401
O 0.829 2.674 -4.399
C 0.988 1.288 -4.596
H 4.563 5.056 -5.019
H 4.703 3.538 -5.809
H 4.813 3.508 -4.165
H 3.190 5.271 -1.888
H 1.802 6.083 -1.525
H 2.832 6.589 -2.990
H 0.087 0.868 -4.148
H 1.772 0.710 -4.108
H 0.691 0.937 -5.585
C -2.949 -7.020 -0.150
O -1.840 -7.569 0.467
P -0.980 -6.875 1.709
O 0.366 -7.462 2.065
O -2.080 -7.007 2.929
C -2.071 -8.055 3.922
O -0.983 -5.245 1.366
C -0.521 -4.236 2.331
H -2.916 -5.945 0.030
H -3.920 -7.468 0.059
H -2.932 -7.014 -1.240
H -1.776 -9.021 3.510
H -2.868 -8.191 4.653
H -1.178 -7.970 4.542
H 0.443 -3.928 1.927
H -0.325 -4.498 3.371
H -1.365 -3.549 2.270
*
```

- Molar mass: 1137.9 u
- Relative energy (zero: lowest compared OMol25 entry of this formula, charge and spin): 171.9 kcal per mole
- E_LUMO: -6.9 eV

=====

For each record above, in turn, the calculated orbital gap values are 6.2 6.1 eV.